C69H174O39S3 | ωB97M-V with the def2-TZVPD basis set

gap between HOMO and LUMO: 9.33 eV
LUMO energy: 0.232 eV
largest force on an atom: 0.093 Eh/bohr
calculated total energy: -186707.507 eV

The geometry in XYZ format:
```
285
C69H174O39S3, DFT ωB97M-V with the def2-TZVPD basis set
C 12.358 12.641 31.915
O 13.111 12.300 30.766
C 13.028 10.947 30.417
C 13.890 10.576 29.248
O 13.477 11.182 27.992
C 13.921 12.522 27.748
H 12.707 13.621 32.240
H 12.573 12.029 32.792
H 11.281 12.628 31.754
H 12.000 10.638 30.231
H 13.203 10.311 31.285
H 13.765 9.494 29.221
H 14.958 10.690 29.434
H 14.948 12.539 28.112
H 13.403 13.285 28.328
H 13.919 12.773 26.687
C 19.375 18.176 16.265
O 19.541 18.591 14.915
C 20.807 18.320 14.206
C 21.116 16.860 14.167
O 20.226 16.224 13.294
C 20.409 14.754 13.316
H 18.561 18.644 16.818
H 20.273 18.430 16.829
H 19.238 17.096 16.215
H 21.615 18.887 14.671
H 20.691 18.805 13.237
H 20.994 16.400 15.148
H 22.137 16.791 13.793
H 20.410 14.314 14.313
H 21.377 14.332 13.047
H 19.614 14.221 12.795
C 18.941 18.376 26.358
O 18.025 19.471 26.110
C 18.803 20.681 25.971
C 17.939 21.893 26.035
O 18.636 23.088 25.577
C 17.812 24.187 25.243
H 18.372 17.506 26.684
H 19.696 18.653 27.094
H 19.444 18.180 25.411
H 19.431 20.598 25.084
H 19.529 20.782 26.778
H 17.658 22.032 27.078
H 17.045 21.598 25.486
H 17.352 23.915 24.293
H 18.367 25.097 25.015
H 17.058 24.384 26.005
C 16.860 19.038 29.614
O 16.747 17.618 29.588
C 15.586 17.094 29.006
C 15.468 15.613 29.268
O 16.377 14.732 28.570
C 17.748 15.018 28.865
H 17.836 19.374 29.965
H 16.127 19.445 30.311
H 16.751 19.414 28.597
H 15.422 17.294 27.947
H 14.788 17.740 29.373
H 14.487 15.334 28.883
H 15.494 15.338 30.322
H 18.431 14.289 28.429
H 17.848 14.988 29.950
H 18.115 15.927 28.388
C 17.452 13.517 22.201
O 16.796 13.466 20.953
C 16.346 12.101 20.645
C 15.971 11.843 19.190
O 14.827 12.569 18.737
C 15.084 13.838 18.156
H 17.738 14.548 22.412
H 18.323 12.865 22.254
H 16.782 13.195 22.999
H 15.494 11.886 21.289
H 17.196 11.468 20.899
H 15.805 10.784 18.991
H 16.855 12.151 18.633
H 15.628 14.562 18.763
H 14.138 14.219 17.772
H 15.704 13.636 17.282
C 15.763 16.758 20.559
O 15.584 16.489 21.897
C 16.453 17.160 22.774
C 16.138 16.930 24.312
O 16.309 15.529 24.428
C 15.782 14.982 25.643
H 15.800 17.814 20.290
H 14.854 16.366 20.104
H 16.586 16.195 20.119
H 16.386 18.243 22.666
H 17.481 16.873 22.553
H 15.078 17.112 24.489
H 16.797 17.592 24.874
H 16.256 15.629 26.381
H 15.939 13.908 25.733
H 14.721 15.205 25.752
C 11.000 13.778 24.320
O 12.038 14.726 24.065
C 13.182 14.277 23.375
C 12.994 13.993 21.886
O 12.063 12.950 21.534
C 12.443 11.583 21.826
H 10.435 13.591 23.407
H 10.338 14.229 25.059
H 11.360 12.787 24.599
H 13.758 13.477 23.841
H 13.843 15.140 23.452
H 13.916 13.841 21.324
H 12.612 14.906 21.430
H 13.204 11.150 21.177
H 11.552 10.973 21.676
H 12.706 11.428 22.872
C 15.813 20.391 15.693
O 15.808 21.685 15.111
C 14.488 22.268 14.845
C 14.582 23.606 14.104
O 15.417 23.565 13.010
C 14.844 23.111 11.802
H 15.208 20.362 16.599
H 16.828 19.997 15.749
H 15.275 19.722 15.021
H 13.935 22.477 15.761
H 13.932 21.569 14.221
H 15.025 24.322 14.796
H 13.585 24.001 13.907
H 15.515 23.146 10.944
H 14.027 23.766 11.499
H 14.390 22.124 11.892
C 13.472 20.057 27.046
O 13.079 20.676 25.779
C 12.074 20.075 24.967
C 10.630 20.306 25.428
O 10.453 19.759 26.772
C 9.438 20.249 27.633
H 14.260 19.350 26.791
H 12.735 19.476 27.601
H 13.817 20.818 27.746
H 12.266 19.002 24.951
H 12.149 20.440 23.943
H 9.961 19.849 24.699
H 10.362 21.353 25.570
H 8.395 20.199 27.319
H 9.626 21.269 27.967
H 9.480 19.672 28.557
C 18.470 14.455 16.855
O 19.550 14.458 17.781
C 19.247 14.446 19.139
C 20.531 14.134 19.902
O 20.849 12.739 19.813
C 22.237 12.459 20.058
H 18.009 13.485 16.671
H 18.821 14.705 15.853
H 17.645 15.083 17.193
H 18.479 13.687 19.287
H 18.908 15.378 19.593
H 20.434 14.395 20.956
H 21.311 14.798 19.529
H 22.463 12.563 21.119
H 22.946 13.034 19.463
H 22.400 11.422 19.763
C 12.459 16.489 26.733
O 12.509 16.542 28.137
C 11.293 16.486 28.837
C 11.769 16.339 30.303
O 12.410 17.549 30.783
C 12.754 17.527 32.184
H 11.565 17.016 26.398
H 12.340 15.435 26.479
H 13.359 16.932 26.308
H 10.711 15.664 28.420
H 10.785 17.436 28.670
H 12.454 15.495 30.380
H 10.838 16.249 30.863
H 12.869 16.505 32.546
H 12.031 18.023 32.831
H 13.780 17.884 32.277
C 15.762 9.613 23.787
O 14.541 8.976 24.193
C 13.877 9.738 25.222
C 12.438 9.299 25.459
O 11.553 9.266 24.297
C 10.133 9.029 24.533
H 16.500 9.591 24.589
H 15.508 10.660 23.621
H 16.144 9.223 22.844
H 13.953 10.801 24.991
H 14.495 9.643 26.115
H 11.975 9.986 26.166
H 12.469 8.368 26.026
H 9.952 8.366 25.379
H 9.640 8.608 23.657
H 9.648 9.998 24.655
C 19.339 23.264 21.822
O 18.846 21.925 21.743
C 19.768 21.030 22.232
C 19.044 19.672 22.343
O 18.416 19.033 21.186
C 19.306 18.779 20.099
H 19.618 23.550 22.836
H 18.548 23.908 21.439
H 20.175 23.394 21.135
H 20.095 21.413 23.199
H 20.705 21.011 21.676
H 18.281 19.614 23.119
H 19.740 18.934 22.743
H 18.686 18.977 19.224
H 19.826 17.835 20.258
H 20.102 19.519 20.020
C 21.992 16.747 28.794
O 22.392 16.260 27.560
C 22.477 17.239 26.532
C 22.878 16.562 25.159
O 21.767 15.725 24.767
C 22.199 14.906 23.655
H 20.927 16.981 28.767
H 22.483 17.659 29.132
H 22.105 16.006 29.586
H 23.250 17.937 26.853
H 21.559 17.787 26.321
H 23.846 16.061 25.145
H 23.003 17.291 24.358
H 22.946 14.142 23.870
H 22.374 15.421 22.711
H 21.330 14.286 23.433
C 11.927 19.463 17.123
O 11.461 18.149 16.794
C 12.485 17.237 16.474
C 11.981 15.829 16.178
O 11.412 15.150 17.320
C 10.898 13.872 16.878
H 11.760 19.703 18.173
H 11.335 20.214 16.602
H 12.943 19.604 16.753
H 13.100 17.082 17.361
H 12.963 17.683 15.602
H 12.878 15.323 15.819
H 11.267 15.763 15.356
H 10.451 13.300 17.691
H 11.663 13.288 16.366
H 10.055 13.998 16.199
O 20.847 11.991 25.183
S 19.450 12.051 25.524
O 18.409 11.426 24.679
O 19.180 11.520 27.165
C 17.926 11.155 27.678
C 18.166 10.460 28.954
C 19.005 13.797 25.745
H 17.402 10.499 26.982
H 17.294 12.018 27.889
H 17.191 10.291 29.410
H 18.718 11.116 29.627
H 18.692 9.514 28.823
H 18.921 14.239 24.752
H 19.758 14.284 26.365
H 18.031 13.832 26.231
O 14.273 20.446 19.127
S 14.729 21.761 19.454
O 14.224 22.987 18.762
O 14.681 22.004 21.086
C 14.586 20.788 21.892
C 15.384 20.961 23.248
C 16.619 21.876 19.353
H 14.952 19.922 21.340
H 13.533 20.525 21.989
H 16.431 21.242 23.140
H 15.404 20.136 23.961
H 14.871 21.809 23.702
H 16.887 21.721 18.308
H 17.019 21.039 19.926
H 16.993 22.818 19.755
O 8.226 16.217 21.968
S 8.793 16.662 20.693
O 7.949 17.195 19.628
O 9.996 17.798 21.000
C 10.941 17.494 22.045
C 12.310 17.537 21.283
C 9.884 15.372 20.003
H 10.814 16.632 22.699
H 10.837 18.366 22.691
H 12.476 18.575 20.994
H 12.325 16.866 20.425
H 13.139 17.182 21.895
H 10.638 15.889 19.410
H 9.229 14.785 19.359
H 10.342 14.818 20.822
```



C5H6N | ωB97M-V with the def2-TZVPD basis set

gap between HOMO and LUMO (spin up / spin down): 7.28 / 7.59 eV
net charge: +1
ΔE to the lowest compared entry with this formula, charge and spin: 946.3 kJ/mol
LUMO energy (spin up / spin down): -8.258 / -8.102 eV
largest force on an atom: 0.138 Eh/bohr
calculated total energy: -6755.370 eV

The geometry in XYZ format:
```
12
C5H6N, DFT ωB97M-V with the def2-TZVPD basis set
C 1.826 0.221 0.096
C 0.686 0.464 -0.162
C -3.006 0.642 0.061
C 3.257 0.113 0.007
C -2.643 -0.794 -0.020
N -1.765 0.385 -0.016
H 3.657 0.401 0.983
H 3.660 0.775 -0.757
H 3.506 -0.922 -0.237
H -2.783 -1.321 -0.955
H -3.711 1.436 0.123
H -2.684 -1.400 0.877
```



C2H3ClS | ωB97M-V with the def2-TZVPD basis set

gap between HOMO and LUMO: 8.76 eV
ΔE to the lowest compared entry with this formula, charge and spin: 363.5 kJ/mol
LUMO energy: -0.270 eV
largest force on an atom: 0.105 Eh/bohr
calculated total energy: -25475.799 eV

The geometry in XYZ format:
```
7
C2H3ClS, DFT ωB97M-V with the def2-TZVPD basis set
C -0.803 -0.061 -0.056
C 0.630 0.050 -0.439
S -0.314 -1.456 -0.928
Cl 2.040 -0.256 0.663
H -0.849 0.063 1.830
H -1.561 0.723 -0.131
H 0.856 0.935 -0.938
```



C3H5N3O | ωB97M-V with the def2-TZVPD basis set

gap between HOMO and LUMO: 10.38 eV
SMILES: CN(C#N)NC=O
ΔE to the lowest compared entry with this formula, charge and spin: 357.0 kJ/mol
LUMO energy: 0.307 eV
largest force on an atom: 0.074 Eh/bohr
calculated total energy: -9706.884 eV

The geometry in XYZ format:
```
12
C3H5N3O, DFT ωB97M-V with the def2-TZVPD basis set
C -0.067 0.259 1.246
N -0.520 -0.908 0.519
C -1.758 -1.342 0.768
N -2.818 -1.701 1.042
N -0.371 -0.813 -1.118
C -0.593 0.359 -1.843
O -1.335 1.213 -1.411
H 0.942 0.250 1.609
H -0.205 1.001 0.469
H -0.683 0.550 2.087
H 0.496 -1.278 -1.536
H -0.030 0.286 -2.750
```



C4H13NO3 | ωB97M-V with the def2-TZVPD basis set

gap between HOMO and LUMO: 9.97 eV
SMILES: CCC(=O)NC.O.O
ΔE to the lowest compared entry with this formula, charge and spin: 63.9 kJ/mol
LUMO energy: 0.502 eV
largest force on an atom: 0.047 Eh/bohr
calculated total energy: -11991.809 eV

The geometry in XYZ format:
```
21
C4H13NO3, DFT ωB97M-V with the def2-TZVPD basis set
C -2.026 -0.437 -1.799
C -1.618 -0.430 -0.320
C -0.198 -0.969 -0.110
O 0.381 -1.778 -0.820
N 0.278 -0.679 1.128
C 1.572 -1.099 1.585
H -2.343 0.583 -2.029
H -1.116 -0.488 -2.410
H -2.634 -1.278 -2.112
H -2.349 -0.927 0.325
H -1.564 0.622 -0.011
H -0.210 -0.004 1.689
H 1.623 -1.147 2.680
H 2.388 -0.428 1.310
H 1.772 -2.111 1.224
O 1.424 1.067 -0.833
H 1.851 0.211 -0.637
H 1.848 1.280 -1.688
O -0.001 2.455 1.067
H 0.305 3.300 1.438
H 0.618 2.258 0.322
```



C19H22B3N3O3 | ωB97M-V with the def2-TZVPD basis set

gap between HOMO and LUMO: 8.88 eV
SMILES: [H]/N=C(\C)CB1OBOB(c2ccccc2)O1.c1ccncc1.c1ccncc1
LUMO energy: -0.071 eV
largest force on an atom: 0.075 Eh/bohr
calculated total energy: -32703.560 eV

The geometry in XYZ format:
```
50
C19H22B3N3O3, DFT ωB97M-V with the def2-TZVPD basis set
H -1.098 -0.452 -0.026
N -0.352 0.231 0.191
C 0.324 0.410 -0.926
C -0.046 -0.325 -2.328
C 1.583 1.432 -1.025
B 2.708 0.905 0.016
O 3.708 -0.056 -0.461
B 3.329 -1.287 0.237
O 2.515 -1.132 1.431
B 2.928 0.087 2.133
C 3.608 -0.054 3.586
C 3.626 -1.501 4.205
C 4.286 -1.788 5.568
C 4.950 -0.626 6.355
C 4.910 0.817 5.778
C 4.239 1.105 4.392
O 2.721 1.331 1.416
H 0.899 -0.920 -2.618
H -0.120 0.531 -3.094
H -0.984 -0.965 -2.260
H 1.172 2.457 -0.743
H 2.045 1.437 -2.068
H 3.667 -2.320 -0.217
H 3.132 -2.350 3.604
H 4.252 -2.869 5.952
H 5.444 -0.895 7.348
H 5.414 1.643 6.398
H 4.233 2.174 4.007
C -2.569 -0.062 -7.585
C -1.818 -1.222 -7.692
C -1.480 -1.893 -6.528
N -1.833 -1.485 -5.298
C -2.559 -0.356 -5.223
C -2.950 0.384 -6.328
H -2.855 0.491 -8.474
H -1.503 -1.599 -8.657
H -0.896 -2.808 -6.560
H -2.830 -0.045 -4.219
H -3.537 1.286 -6.209
C -4.448 -0.084 2.955
C -3.305 0.244 2.240
C -3.283 1.449 1.557
N -4.305 2.320 1.544
C -5.399 1.978 2.242
C -5.519 0.799 2.960
H -4.504 -1.018 3.503
H -2.451 -0.422 2.213
H -2.410 1.751 0.986
H -6.211 2.698 2.213
H -6.426 0.575 3.508
```



C27H24AsCl2O3RuS | ωB97M-V with the def2-TZVPD basis set

gap between HOMO and LUMO (spin up / spin down): 6.63 / 7.25 eV
2S+1: 2
ΔE to the lowest compared entry with this formula, charge and spin: 22.9 kJ/mol
LUMO energy (spin up / spin down): -1.503 / -0.916 eV
largest force on an atom: 0.016 Eh/bohr
calculated total energy: -133829.888 eV

The geometry in XYZ format:
```
59
C27H24AsCl2O3RuS, DFT ωB97M-V with the def2-TZVPD basis set
Ru 0.436 0.535 -0.468
S 0.993 0.394 1.692
C 0.165 -0.984 2.448
C 0.191 -1.025 3.840
C -0.435 -2.054 4.524
C -1.102 -3.054 3.830
C -1.135 -3.018 2.442
C -0.507 -1.992 1.754
As -0.468 -1.881 -0.170
C -1.807 -0.448 -0.424
C -2.411 0.223 0.651
C -3.304 1.255 0.431
C -3.637 1.629 -0.865
C -3.101 0.939 -1.935
C -2.191 -0.090 -1.718
C -1.575 -3.384 -0.706
C -0.954 -4.601 -0.970
C -1.715 -5.710 -1.311
C -3.095 -5.601 -1.400
C -3.714 -4.385 -1.146
C -2.957 -3.276 -0.799
H 0.710 -0.244 4.381
H -0.400 -2.074 5.605
H -1.598 -3.852 4.363
H -1.655 -3.792 1.891
H -2.166 -0.064 1.666
H -3.726 1.789 1.272
H -4.310 2.458 -1.033
H -3.363 1.214 -2.948
H -1.763 -0.618 -2.563
H 0.125 -4.687 -0.910
H -1.228 -6.655 -1.513
H -3.689 -6.463 -1.671
H -4.790 -4.297 -1.216
H -3.444 -2.330 -0.595
O -0.813 4.515 -0.161
C 0.055 3.674 -0.241
O -0.217 2.440 -0.588
C 1.498 4.058 0.002
C 2.540 3.143 0.112
C 3.834 3.587 0.343
C 4.100 4.944 0.446
C 3.066 5.861 0.329
C 1.770 5.419 0.116
H 2.335 2.081 0.050
H 4.640 2.872 0.457
H 5.112 5.286 0.622
H 3.269 6.921 0.410
H 0.948 6.116 0.035
C 1.153 1.139 -3.077
O 0.809 0.055 -2.240
H 0.331 1.858 -3.134
H 1.363 0.742 -4.073
H 2.049 1.661 -2.724
Cl 6.509 -0.954 -1.073
C 5.173 0.083 -0.549
Cl 3.591 -0.579 -0.978
H 5.282 1.043 -1.040
H 5.221 0.176 0.530
```



C6H13NO3S | ωB97M-V with the def2-TZVPD basis set

gap between HOMO and LUMO: 10.50 eV
SMILES: CC/C=C(/[C@H](C)N)S(=O)(=O)O
ΔE to the lowest compared entry with this formula, charge and spin: 259.6 kJ/mol
LUMO energy: 0.560 eV
largest force on an atom: 0.080 Eh/bohr
calculated total energy: -24898.499 eV

The geometry in XYZ format:
```
24
C6H13NO3S, DFT ωB97M-V with the def2-TZVPD basis set
C 0.634 -1.300 -3.048
C 0.811 -0.241 -2.015
C -0.181 -0.222 -0.965
C 0.115 -0.256 0.344
C -0.909 -0.005 1.530
C -2.329 0.444 1.038
N -0.338 1.178 2.222
S 1.717 -0.194 1.030
O 2.694 -0.865 0.224
O 1.641 -0.693 2.335
O 1.898 1.359 0.922
H -0.310 -1.331 -3.376
H 1.290 -1.155 -3.835
H 0.762 -2.299 -2.579
H 1.796 -0.451 -1.634
H 0.638 0.804 -2.423
H -1.229 -0.153 -1.267
H -0.844 -0.918 2.104
H -2.390 1.295 0.425
H -2.868 -0.281 0.498
H -2.711 0.812 1.932
H 0.130 0.900 3.074
H -0.925 1.971 2.354
H 0.907 1.603 1.112
```